Entry 1:
{
  "formula": "C3H7Cl2NSi",
  "method": "ωB97M-V with the def2-TZVPD basis set",
  "species": ["C", "C", "C", "N", "Si", "Cl", "Cl", "H", "H", "H", "H", "H", "H", "H"],
  "positions_angstrom": [[2.286, 1.377, 0.446], [1.487, 1.134, -0.569], [-2.343, -0.798, 0.442], [-0.987, -0.404, 0.453], [0.189, -0.219, -0.738], [-0.482, -0.220, -2.657], [2.189, -2.675, -0.355], [3.110, 2.144, 0.692], [2.117, 0.800, 1.290], [1.579, 1.540, -1.499], [-2.981, 0.032, 0.838], [-2.732, -0.992, -0.578], [-2.704, -1.703, 0.914], [-0.729, -0.015, 1.320]],
  "lumo_ev": -1.02,
  "homo_ev": -8.75,
  "de_lowest_kcal_mol": 46.2,
  "spin_multiplicity": 1,
  "homo_lumo_gap_ev": 7.74
}



Entry 2:
{
  "formula": "C26H19F9N10OPRu",
  "method": "ωB97M-V with the def2-TZVPD basis set",
  "species": ["Ru", "N", "C", "O", "C", "C", "H", "H", "H", "H", "H", "H", "N", "C", "N", "N", "N", "N", "C", "N", "N", "N", "N", "H", "F", "C", "F", "F", "C", "C", "C", "C", "C", "C", "P", "C", "C", "C", "C", "C", "C", "C", "F", "F", "F", "C", "C", "C", "C", "C", "C", "C", "F", "F", "F", "H", "H", "H", "H", "H", "H", "H", "H", "H", "H", "H", "H"],
  "positions_angstrom": [[0.082, -0.252, 0.526], [3.777, -0.078, 2.766], [2.532, -0.223, 2.310], [2.329, -0.448, 1.106], [1.392, -0.163, 3.295], [0.108, 0.320, 2.641], [4.544, -0.099, 2.114], [3.951, 0.174, 3.723], [1.681, 0.446, 4.158], [1.270, -1.187, 3.665], [0.052, 1.411, 2.595], [-0.784, -0.069, 3.134], [-2.249, 2.080, -1.009], [-2.773, 0.871, -0.606], [-4.057, 0.587, -0.656], [-4.138, -0.668, -0.159], [-2.980, -1.107, 0.158], [-2.057, -0.144, -0.110], [-0.927, 2.423, -0.871], [-0.443, 3.639, -1.003], [0.881, 3.502, -0.743], [1.181, 2.290, -0.483], [0.035, 1.542, -0.571], [-2.901, 2.812, -1.235], [5.490, -6.288, -1.075], [4.974, -5.475, -2.016], [5.942, -4.624, -2.384], [4.689, -6.245, -3.082], [3.746, -4.764, -1.508], [3.651, -3.387, -1.551], [2.503, -2.761, -1.075], [1.459, -3.515, -0.562], [1.562, -4.909, -0.536], [2.700, -5.533, -1.003], [-0.082, -2.702, -0.024], [-1.314, -3.330, -1.188], [-1.576, -2.559, -2.316], [-2.475, -3.009, -3.265], [-3.115, -4.228, -3.080], [-2.865, -4.995, -1.953], [-1.961, -4.546, -1.004], [-4.125, -4.688, -4.099], [-4.313, -6.019, -4.055], [-5.324, -4.113, -3.901], [-3.742, -4.380, -5.351], [-0.430, -3.414, 1.617], [-1.721, -3.389, 2.143], [-1.944, -3.808, 3.445], [-0.883, -4.240, 4.227], [0.407, -4.256, 3.716], [0.632, -3.841, 2.414], [-1.124, -4.639, 5.660], [-1.056, -3.570, 6.479], [-0.213, -5.525, 6.096], [-2.336, -5.190, 5.831], [4.463, -2.798, -1.953], [2.442, -1.681, -1.106], [0.746, -5.509, -0.153], [2.780, -6.611, -0.983], [-1.100, -1.593, -2.441], [-2.688, -2.412, -4.141], [-3.374, -5.939, -1.816], [-1.778, -5.141, -0.119], [-2.540, -3.009, 1.545], [-2.947, -3.792, 3.850], [1.230, -4.599, 4.328], [1.642, -3.860, 2.021]],
  "lumo_ev": [-0.56, -2.32],
  "homo_ev": [-8.21, -8.40],
  "spin_multiplicity": 6,
  "homo_lumo_gap_ev": [7.65, 6.08]
}



Entry 3:
{
  "formula": "C6H12",
  "method": "ωB97M-V with the def2-TZVPD basis set",
  "species": ["C", "C", "C", "H", "H", "H", "H", "H", "H", "C", "C", "C", "H", "H", "H", "H", "H", "H"],
  "positions_angstrom": [[-0.909, -1.407, -1.879], [-0.565, -1.443, -0.432], [0.531, -2.015, 0.034], [-0.606, -0.491, -2.394], [-0.472, -2.280, -2.362], [-1.987, -1.478, -2.059], [-1.272, -1.148, 0.332], [0.685, -2.217, 1.087], [1.325, -2.372, -0.618], [0.449, 1.473, 2.042], [-0.103, 1.615, 0.654], [0.613, 1.911, -0.418], [0.513, 0.425, 2.346], [1.376, 2.032, 2.163], [-0.228, 1.968, 2.745], [-1.176, 1.526, 0.535], [0.127, 2.013, -1.380], [1.698, 1.891, -0.396]],
  "lumo_ev": 1.21,
  "homo_ev": -9.24,
  "de_lowest_kcal_mol": 47.6,
  "spin_multiplicity": 1,
  "homo_lumo_gap_ev": 10.46,
  "smiles": "C=CC.C=CC"
}



| no. | total energy (eV) |
| --- | --- |
| 1 | -37637.007 |
| 2 | -80545.250 |
| 3 | -6414.878 |